1.
14
Properties=species:S:1:pos:R:3:forces:R:3 method="wB97M-V/def2-TZVPD" homo_energy_ev=-4.3 total_charge=-1 homo_lumo_gap_ev=8.44 multiplicity=1
O -0.055229 1.506836 -2.862269 -0.17 -0.06 -0.03
O -1.084118 -0.762176 -1.170369 -0.57 2.11 0.34
O 0.163951 0.323958 0.718462 -1.66 0.71 -0.17
O 2.357091 -1.066842 0.998792 0.36 -1.99 -2.70
C -0.660789 0.226630 1.838024 0.98 -4.29 0.69
H -1.498828 -0.599288 1.805338 1.02 0.92 -0.70
H -1.239612 1.029401 2.230602 0.08 1.62 0.08
H 1.517600 -0.575965 0.779903 -0.37 0.52 0.55
H -0.585350 -0.106443 -0.369611 0.13 -1.23 -0.08
H -0.213629 0.724883 -2.276879 0.37 0.26 -0.40
H -0.020886 -0.269424 2.662499 -0.83 1.15 -0.42
H -1.926669 -0.263135 -1.309472 0.89 -0.81 0.05
H 0.846974 1.498759 -3.206879 -0.32 -0.37 0.46
H 2.399493 -1.667195 0.161860 0.08 1.48 2.36

---

2.
127
Properties=species:S:1:pos:R:3:forces:R:3 method="wB97M-V/def2-TZVPD" homo_energy_ev=-4.5 total_charge=-1 homo_lumo_gap_ev=4.65 multiplicity=1
Cl 23.603599 32.127565 16.745918 -0.41 0.23 -0.47
Cl 5.734806 38.723389 -0.901721 -0.03 -0.32 1.23
Cl 22.610946 34.747510 15.870748 -0.23 -0.45 0.14
Cl 20.721616 32.607982 16.611410 0.43 0.35 -0.04
Cl 9.601818 42.911041 5.174274 -1.01 -2.48 2.92
Cl 22.419240 33.852734 18.597045 -0.36 0.50 0.71
O 16.279682 43.909471 -2.394506 1.74 2.18 0.59
O 9.847321 32.673958 14.014107 0.38 0.76 -0.29
O 10.328160 42.617207 6.411350 0.15 -0.03 -0.19
O 12.377134 35.137478 -6.517024 -0.91 -0.40 -0.31
O 18.275641 33.974010 -0.921482 -0.65 -1.12 -0.74
O 10.506953 42.901961 4.101410 1.43 0.83 -1.92
O 12.273309 36.580993 -4.962305 -0.34 -0.06 0.51
O 8.952063 44.168163 5.387180 -0.45 0.64 -0.78
O 10.694237 30.416443 0.859325 -0.05 -0.93 -0.66
O 6.975507 39.405149 -1.221792 -0.21 -0.59 -0.01
O 27.580567 34.789531 8.138390 0.88 -0.78 2.86
O 9.226448 30.523733 -0.735443 2.32 -1.17 0.27
O 4.728045 39.612490 -0.535208 -2.53 4.02 -0.88
O 5.282077 37.929104 -1.998390 0.41 -0.78 -1.32
O 8.648093 41.824008 4.952857 0.04 1.02 0.12
O 9.620021 34.726584 13.292482 -0.43 -1.08 0.65
O 18.037726 32.234414 -2.237184 -0.48 -0.19 0.47
O 15.990128 38.872446 16.066109 0.42 0.33 -1.16
O 26.112142 35.280715 6.707790 -0.47 0.77 -0.43
O 14.956256 37.099598 16.713137 -0.34 -0.67 -0.53
O 5.783163 37.950172 0.293425 2.35 -2.44 0.84
O 15.869711 42.316120 -0.968449 -0.23 0.93 -0.61
N 27.235559 35.337826 7.153782 0.20 -0.54 -2.22
N 15.670166 42.986989 -1.969430 -1.65 -2.43 -1.69
N 18.196495 33.409873 -2.019031 1.63 1.18 1.40
N 10.390594 30.322254 -0.324825 -2.47 3.30 0.88
N 15.267245 38.260219 16.803214 0.55 -0.15 0.68
N 9.205638 33.692027 13.801495 -0.08 0.03 0.28
N 15.665002 35.136194 7.255858 0.22 1.62 1.16
N 11.770721 35.988688 -5.895359 1.28 1.25 0.22
C 14.673871 42.503324 -3.046671 -0.84 -2.02 1.28
C 14.894039 38.933424 18.035767 -0.79 0.57 0.89
C 16.895170 28.280439 3.892500 0.75 -0.09 -0.30
C 15.823931 24.134819 17.390067 -0.85 0.00 0.89
C 28.332286 35.903662 6.309236 0.41 -0.13 -0.54
C 11.522350 30.288648 -1.266729 -0.10 -0.08 -0.38
C 14.211359 36.280322 3.775699 -0.25 -0.49 -1.10
C 14.958390 35.109045 5.896094 0.01 -0.98 0.06
C 7.747207 33.554774 14.172053 -0.12 -0.53 -1.32
C 16.088854 27.506336 4.691689 0.99 0.00 0.79
C 16.752892 33.843364 9.061780 -0.59 0.11 -1.01
C 16.069956 25.052537 16.414987 1.26 1.21 -1.21
C 25.338679 38.174222 -1.056979 -0.56 0.33 0.02
C 15.602024 33.788503 8.014882 0.08 0.26 -0.35
C 14.958304 36.382427 5.083450 0.20 0.79 0.84
C 18.095853 26.656808 5.831284 0.74 0.27 -0.82
C 17.863738 34.710137 8.420706 -1.30 0.71 0.30
C 16.734646 26.688507 5.653570 -1.39 0.48 0.34
C 18.105045 24.098956 18.033937 -0.21 -0.20 0.21
C 23.789507 36.918788 0.270723 1.03 -0.27 0.38
C 23.191723 39.134813 -0.448658 0.92 0.25 0.17
C 22.918195 37.987987 0.249046 -0.59 -1.18 0.59
C 24.455319 39.248438 -1.068866 -0.81 0.00 0.17
C 25.025114 37.039045 -0.317011 0.57 0.09 -0.93
C 22.300616 33.361509 16.940808 0.57 -0.63 -0.34
C 17.388404 25.518398 16.185841 -0.76 -0.83 0.91
C 16.816406 23.656735 18.245823 -0.19 -0.13 -0.97
C 18.294120 28.220961 4.026780 -1.58 0.70 -0.60
C 14.978197 36.251906 8.120294 0.37 -1.04 -0.80
C 17.176042 35.412896 7.148281 1.07 -1.61 0.66
C 10.451075 36.530067 -6.370297 0.57 -0.57 -0.44
C 18.558590 34.254077 -3.155207 -0.71 0.01 -1.74
C 18.357239 25.058723 17.053809 0.64 0.13 -0.09
C 18.879770 27.442921 4.983867 0.54 0.12 -0.33
H 17.516921 34.937132 6.228752 -0.12 0.01 -0.03
H 14.622505 33.562997 8.436526 -0.13 0.83 0.20
H 24.751217 40.193442 -1.499929 -0.10 -0.04 -0.40
H 7.218010 33.820695 13.256993 -0.14 0.55 0.27
H 17.702845 26.170356 15.384302 -0.43 0.25 0.01
H 15.447348 34.321750 5.322338 0.20 -0.09 0.04
H 22.060424 37.824468 0.884577 -0.57 0.53 -0.36
H 29.162891 35.200854 6.243965 -0.40 -0.49 0.34
H 11.857237 29.265299 -1.097284 0.65 0.22 -0.82
H 15.619885 38.589154 18.772474 -0.13 0.14 0.05
H 13.861004 43.178041 -3.315180 0.75 0.56 0.16
H 28.800677 36.750996 6.809975 -0.67 0.37 -0.32
H 15.370717 36.228892 9.136907 -0.23 -0.31 -0.10
H 16.526067 28.944781 3.125161 -0.39 0.01 0.03
H 15.999432 36.655132 4.910879 0.09 0.09 -0.27
H 15.639113 33.039226 7.224125 0.89 -0.13 0.04
H 17.463069 36.463693 7.108790 -0.68 -0.02 -0.02
H 23.592371 35.996910 0.797664 -0.35 0.09 0.23
H 27.934901 35.991386 5.298054 0.04 0.79 0.31
H 19.337680 25.501632 16.959030 0.32 -0.31 -0.02
H 15.233241 42.101503 -3.891513 0.25 0.72 0.06
H 15.018043 27.644974 4.668074 -0.09 -0.40 -0.01
H 22.441178 39.910744 -0.416786 0.28 0.37 -0.20
H 18.610203 26.030784 6.545384 -0.34 -0.06 0.26
H 19.633570 34.216997 -3.331610 -0.06 0.07 0.48
H 9.680593 36.199532 -5.673738 0.03 -0.04 -0.27
H 18.881182 23.621470 18.613593 0.34 0.43 0.09
H 18.091678 33.757039 -4.005540 0.04 0.28 -0.12
H 13.235851 35.794129 3.765976 -0.07 -0.13 0.75
H 7.605646 32.476613 14.246984 -0.01 0.26 0.61
H 14.547300 37.221174 5.645315 -0.17 -0.11 0.17
H 16.581596 22.890381 18.969670 0.06 0.05 0.14
H 17.136749 32.845284 9.272922 -0.29 0.05 0.08
H 7.426425 34.128468 15.041577 0.42 0.01 -0.22
H 18.748914 34.076027 8.371055 0.01 0.33 -1.23
H 15.157909 37.249882 7.720498 0.11 -0.32 -0.26
H 13.924360 35.993313 8.017098 0.01 0.30 0.55
H 26.209246 38.187265 -1.696012 0.37 0.21 0.36
H 16.387830 34.300359 9.981553 -0.04 -0.21 -0.02
H 12.244976 31.061723 -1.005462 0.00 -0.43 0.70
H 15.260495 25.473984 15.837418 -0.13 -0.20 -0.16
H 10.533594 37.616928 -6.366584 0.02 -0.22 0.13
H 18.172852 35.268212 -3.051067 0.23 -0.23 0.28
H 16.098086 26.194048 6.372386 -0.03 -0.40 -0.05
H 19.958026 27.504126 4.988401 0.16 -0.43 0.55
H 11.204281 30.606004 -2.259817 -0.34 -0.91 0.02
H 14.938331 40.013889 17.898910 0.10 -0.24 -0.01
H 10.398624 36.137121 -7.385667 -0.65 0.06 0.21
H 13.947547 34.739688 6.068929 -0.09 0.17 0.27
H 18.150817 35.496643 9.118627 -0.06 0.05 -0.02
H 25.789373 36.278837 -0.250782 -0.19 -0.38 -0.02
H 13.984375 37.251804 3.336614 0.42 0.10 0.14
H 14.783234 35.698688 3.052683 0.17 0.13 -0.13
H 13.890207 38.606811 18.307321 0.19 0.02 0.07
H 14.782782 23.881440 17.524986 -0.05 -0.38 0.21
H 18.809130 28.880614 3.344116 0.64 -0.18 0.14
H 14.181000 41.623943 -2.632099 -0.03 0.05 0.23

---

3.
9
Properties=species:S:1:pos:R:3:forces:R:3 method="wB97M-V/def2-TZVPD" smiles=CS.S homo_energy_ev=-9.1 total_charge=0 homo_lumo_gap_ev=9.90 multiplicity=1
S 1.442633 0.854806 2.337719 -0.05 0.11 -0.04
S 0.677995 -0.893685 -1.155958 0.14 0.13 -0.29
C -1.004790 -0.550744 -0.580373 0.47 0.24 -0.25
H -1.127825 0.528654 -0.561670 -0.22 -0.04 0.31
H 0.468343 0.302913 1.606250 0.02 -0.07 0.06
H -1.722642 -0.986806 -1.253108 -0.34 -0.20 -0.07
H -1.078852 -0.987785 0.406383 -0.25 0.03 0.18
H 1.709426 1.720173 1.349837 0.08 -0.01 0.06
H 0.635710 0.012471 -2.149084 0.15 -0.19 0.05

---

4.
108
Properties=species:S:1:pos:R:3:forces:R:3 method="wB97M-V/def2-TZVPD" homo_energy_ev=-4.0 total_charge=-1 homo_lumo_gap_ev=3.55 multiplicity=1
Al -1.977024 0.402658 1.104681 -0.12 0.33 -0.30
F -0.572045 -0.452858 -1.332029 -0.01 0.12 -0.27
O -2.317074 -2.856125 2.291792 -0.07 -0.23 -0.01
O -3.568423 -0.210443 5.844435 -2.42 -0.54 -0.28
O -1.917933 1.184597 5.338496 0.43 0.47 -0.17
O 4.865759 -2.509158 -5.418930 0.03 -0.11 -0.17
O 5.427939 4.933258 -7.698177 -0.02 -0.02 0.00
O -0.014001 4.879398 1.657646 0.04 0.02 0.00
O -3.925725 4.865042 5.886721 -0.03 0.04 0.05
O -0.847467 8.200981 -2.384656 0.03 0.01 0.04
O -1.474352 -7.984550 3.303160 -0.01 0.02 0.01
O -2.240666 2.209672 0.861151 0.56 -0.50 0.37
O 2.530827 1.483779 -4.913059 0.03 -0.01 -0.07
O -4.852834 -0.774231 1.201168 -0.29 -0.95 -0.31
O 4.954417 -7.698576 -6.469225 0.01 0.03 -0.01
O -7.817922 1.801597 7.760351 0.00 0.06 0.02
O 3.801048 -2.803568 -0.696620 0.18 -0.06 -0.02
O 6.690174 0.652090 -3.481538 0.00 0.00 0.07
C 4.765041 4.143868 -7.057725 0.05 0.03 -0.01
C 3.663291 -5.808772 -5.915317 -0.02 0.05 0.01
C 6.177891 -5.701464 -6.236317 0.03 0.05 0.01
C 5.258943 3.579151 -5.778372 -0.02 -0.02 0.01
C -6.082657 4.743710 6.812006 -0.05 0.04 0.01
C -1.629974 0.038514 3.117491 0.33 0.97 -0.04
C -1.519307 -5.780488 4.130568 0.00 0.05 0.01
C -1.113961 6.026314 -1.515930 0.04 0.02 0.07
C -0.907887 5.189455 -0.501077 -0.07 -0.20 -0.09
C 0.038400 7.881107 -0.228209 0.03 0.00 0.05
C 3.962433 -1.445134 -2.612962 0.00 0.06 0.03
C 6.023654 -0.140237 -2.842591 -0.03 -0.01 -0.06
C 6.155758 -4.398413 -5.971278 0.05 -0.05 0.00
C 4.932962 -6.510324 -6.228789 -0.02 -0.07 0.00
C 4.458073 -2.010797 -1.336107 -0.13 0.01 0.00
C 4.689569 -0.578198 -3.311466 -0.01 0.04 0.13
C 0.246248 7.048176 0.787043 0.02 0.07 0.00
C -5.653799 1.908460 6.829670 -0.06 0.10 0.03
C -2.124850 -4.027538 2.523002 0.02 0.09 -0.10
C -0.209872 5.634757 0.730826 -0.05 -0.07 0.00
C 3.426479 3.705854 -7.528163 -0.04 -0.04 0.00
C 0.601848 -1.170521 0.639041 0.07 -0.07 -0.69
C 5.796670 -1.569114 -0.864234 0.06 0.02 0.02
C -2.062030 -6.344726 1.718150 -0.01 0.05 -0.01
C 4.530983 2.712183 -5.080452 0.02 0.06 0.03
C 0.500816 -2.535235 -0.061237 0.22 -0.05 0.71
C -0.659448 7.434837 -1.460472 -0.06 -0.02 -0.08
C 6.522370 -0.701713 -1.562941 0.04 -0.03 0.03
C -1.668391 -6.808360 3.070771 0.01 -0.05 -0.01
C -4.674302 2.678388 6.357843 -0.12 0.09 0.06
C 3.640907 -4.505271 -5.650578 -0.04 -0.04 -0.01
C -3.855575 -0.947081 -1.156636 -1.34 1.03 0.38
C -2.075764 1.260806 3.878940 -0.13 -0.29 -1.16
C 4.885403 -3.697569 -5.659217 -0.02 0.05 0.02
C 3.193732 2.273607 -5.550404 -0.04 0.00 0.05
C -1.409168 -0.768591 6.565909 0.54 -0.03 -0.07
C -6.920467 2.496363 7.326445 0.03 -0.12 -0.01
C -5.275795 -1.167652 -1.694594 0.67 -0.71 -0.69
C 2.698129 2.838686 -6.830672 -0.01 0.04 -0.07
C -7.059400 3.974230 7.280186 -0.03 0.06 0.01
C -1.729771 -4.491792 3.877010 0.02 -0.06 0.08
C -0.305238 -0.086005 0.022775 -0.10 -0.20 1.02
C -2.272794 -5.056159 1.462592 0.01 -0.09 -0.05
C -4.812109 4.155737 6.313062 0.04 -0.07 -0.04
C -2.424983 0.082046 5.876161 1.64 -0.10 0.49
B -3.755445 -0.536488 0.380131 0.69 -0.19 0.13
H -3.425068 -0.115384 -1.708703 0.34 0.12 -0.21
H -0.472189 -0.701832 6.033088 0.30 0.05 -0.15
H -0.422289 -2.671094 -0.606379 -0.15 0.13 -0.28
H -2.559148 -4.695665 0.482483 0.01 0.06 0.02
H -5.573344 0.830507 6.869147 0.04 -0.01 -0.06
H 2.725343 -3.975750 -5.418440 0.02 0.03 0.01
H -1.231561 -6.139523 5.110650 0.00 -0.04 -0.02
H 3.084091 4.130635 -8.463285 0.04 0.02 0.00
H 0.752364 7.353779 1.694273 -0.01 -0.04 0.02
H 1.372590 -2.696169 -0.682265 -0.14 -0.11 -0.43
H -2.147919 -0.862812 3.402902 -0.29 -0.26 0.14
H 6.236209 3.910005 -5.451098 0.01 0.01 -0.03
H -5.823965 -0.246323 -1.810201 -0.25 0.36 0.27
H -6.163008 5.823001 6.770484 0.04 0.00 -0.02
H -3.086858 1.534407 3.589125 -0.38 0.03 0.50
H -1.513950 2.663988 1.309860 -0.21 0.18 -0.14
H 0.416536 -1.328274 1.694068 -0.32 0.26 0.29
H 1.633133 -0.830413 0.576339 0.38 -0.10 0.04
H -5.217337 -1.599314 -2.694413 -0.09 -0.05 -0.26
H -1.236442 4.153368 -0.520657 -0.05 0.00 0.09
H 0.299564 0.819351 -0.041645 0.09 0.26 -0.21
H 1.720582 2.506400 -7.156461 -0.01 -0.02 0.04
H -1.453603 2.085363 3.576619 0.24 0.47 0.27
H -0.565974 -0.091394 3.320462 0.24 -0.24 -0.03
H 0.363329 8.913893 -0.207364 -0.02 0.01 -0.04
H -5.842799 -1.876791 -1.110223 -0.27 -0.04 0.42
H -1.620184 5.720818 -2.422566 0.00 0.02 -0.01
H 6.139952 -1.992623 0.071292 -0.05 -0.01 0.01
H 0.531423 -3.313741 0.697169 0.06 -0.29 0.13
H -3.744644 2.272390 5.989016 0.05 0.01 -0.06
H -1.625450 -3.725024 4.634406 -0.01 0.05 -0.04
H -4.561239 -1.022129 2.086028 -0.04 0.67 0.00
H -1.229389 -0.419186 7.575766 -0.07 0.05 0.28
H -1.731265 -1.798050 6.569294 -0.25 -0.25 0.22
H 7.051847 -3.790590 -5.970675 -0.03 0.04 0.01
H -3.197364 -1.781210 -1.365571 0.23 -0.36 0.11
H 2.767083 -6.415788 -5.914497 0.02 -0.03 0.00
H 7.093359 -6.231053 -6.467437 -0.02 -0.04 0.00
H -7.993482 4.381016 7.647768 -0.01 -0.04 0.00
H 4.345058 -0.156925 -4.243651 -0.02 -0.03 -0.01
H 2.984671 -1.775988 -2.939476 -0.02 0.02 0.04
H 4.875851 2.289171 -4.146885 0.02 -0.01 -0.01
H 7.499417 -0.366625 -1.237593 0.00 0.03 -0.03
H -2.165243 -7.110602 0.959994 0.01 -0.03 0.03

---

5.
13
Properties=species:S:1:pos:R:3:forces:R:3 method="wB97M-V/def2-TZVPD" smiles=CCO.SS homo_energy_ev=-9.6 total_charge=0 homo_lumo_gap_ev=9.88 multiplicity=1
S -4.772131 -1.810275 1.327852 -0.08 0.09 0.29
S -3.576895 -2.103881 2.994809 -0.12 0.18 -0.29
O 0.629808 -0.038913 -1.244276 -0.58 0.25 0.21
C 1.281662 1.205242 -0.989953 0.03 0.14 -0.61
C 2.690151 0.942913 -0.522858 0.38 -0.58 -0.64
H -2.514040 -1.458197 2.493898 0.12 -0.10 0.11
H 1.293016 1.775757 -1.921716 0.04 0.19 -0.03
H 2.731681 -0.040459 -0.062996 -0.09 0.06 0.53
H 3.404722 0.856498 -1.350192 -0.21 0.25 0.01
H -4.642393 -3.027340 0.798186 0.09 -0.17 -0.12
H 3.023434 1.722448 0.144322 0.21 0.09 0.29
H -0.307999 0.156235 -1.408578 0.49 -0.22 0.02
H 0.758985 1.819974 -0.258502 -0.28 -0.19 0.23

---

6.
12
Properties=species:S:1:pos:R:3:forces:R:3 method="wB97M-V/def2-TZVPD" homo_energy_ev=-2.8 total_charge=-1 homo_lumo_gap_ev=6.95 multiplicity=1
S -1.258966 -2.049887 -0.930068 -0.35 1.60 0.38
O 1.495725 -1.023826 0.570175 -1.14 0.31 -0.83
C -2.082463 -0.360910 -0.329228 1.98 -1.55 0.30
C 1.401223 0.183916 -0.020875 -0.17 2.01 -0.12
C 1.684778 1.346569 0.655102 0.06 -1.22 -2.77
H -2.414679 -0.634811 0.695024 0.27 0.84 -0.57
H 1.987546 2.179731 -0.060400 -0.92 -0.61 1.73
H -1.325800 0.476502 -0.401024 -0.91 -0.94 0.49
H 0.788961 -1.578746 0.125283 -0.06 -0.12 0.13
H 1.675575 1.277688 1.727400 0.77 0.55 0.28
H 0.964246 0.305618 -1.084089 1.17 -0.95 1.47
H -2.916150 -0.121843 -0.947301 -0.69 0.08 -0.49

---

Record-wise molecular weight values, in g/mol: 85.1; 1142.6; 82.2; 897.6; 112.2; 91.2